No. 1
Molecular formula: C46H85BBrCl20FN3O3S2
Method: DFT, wB97M-V/def2-TZVPD

Maximum force (eV/Å): 1.148
Molar mass (g/mol): 1611.1
HOMO level (eV): -10.227
Frontier orbital gap (eV): 8.21
E_tot (hartree): -14892.51304

```
! RIJCOSX wB97M-V def2-TZVPD def2/J DEFGRID3
* xyz 1 1
C 2.808 2.212 -3.066
C 1.577 2.370 -2.191
S 0.256 1.196 -2.541
C 0.833 -0.200 -1.543
C -0.184 -0.866 -0.580
C -1.101 0.194 0.037
O -0.342 1.244 0.584
C -1.091 2.400 0.837
C -0.924 3.453 -0.054
C -1.573 4.668 0.121
C -1.345 5.815 -0.822
C -2.422 4.797 1.222
C -2.594 3.741 2.100
C -1.936 2.517 1.941
C -2.136 1.436 2.974
C -1.481 1.815 4.313
C -3.623 1.142 3.204
C -1.059 -1.953 -1.314
C -1.464 -1.503 -2.753
C -0.466 -1.808 -3.883
C -0.943 -2.952 -4.796
C 0.207 -3.864 -5.197
N 1.131 -3.211 -6.133
C -2.448 -2.169 -0.607
C -3.140 -3.473 -0.950
O -3.994 -3.535 -1.770
Br -2.716 -5.100 0.012
N -0.389 -3.246 -1.402
C 1.015 -3.442 -1.209
S 1.329 -5.202 -0.774
C 1.622 -2.539 -0.121
N 0.677 -1.544 0.487
F 1.523 -0.600 1.075
B -0.021 -2.239 1.738
O -0.605 -3.410 1.453
C 0.076 -1.591 3.132
C -0.998 -2.110 4.102
H 3.587 2.866 -2.668
H 2.572 2.598 -4.053
H 3.182 1.191 -3.108
H 1.806 2.375 -1.124
H 1.139 3.343 -2.406
H 1.662 0.193 -0.962
H 1.256 -0.948 -2.205
H -1.728 -0.236 0.825
H -1.781 0.550 -0.739
H -0.253 3.327 -0.889
H -2.228 6.029 -1.422
H -1.099 6.712 -0.253
H -0.492 5.623 -1.472
H -2.925 5.739 1.398
H -3.246 3.874 2.954
H -1.677 0.497 2.674
H -1.604 0.971 4.990
H -0.409 1.949 4.168
H -1.928 2.709 4.740
H -4.165 1.000 2.268
H -3.749 0.248 3.817
H -4.106 1.961 3.737
H -1.842 -0.480 -2.773
H -2.346 -2.110 -2.968
H 0.502 -2.124 -3.503
H -0.293 -0.917 -4.482
H -1.468 -2.587 -5.678
H -1.659 -3.580 -4.253
H -0.197 -4.770 -5.644
H 0.696 -4.192 -4.267
H 1.784 -2.639 -5.610
H 1.692 -3.936 -6.567
H -2.429 -2.060 0.475
H -3.139 -1.422 -0.996
H -0.728 -3.794 -2.182
H 1.618 -3.314 -2.115
H 0.069 -5.516 -0.459
H 2.477 -1.983 -0.494
H 1.987 -3.148 0.704
H -0.383 -4.120 2.071
H 0.112 -0.502 3.100
H 1.067 -1.890 3.507
H -0.967 -1.529 5.020
H -1.995 -2.037 3.669
H -0.810 -3.151 4.364
Cl 1.960 -8.896 -0.047
C 1.893 -9.169 1.720
C 0.659 -8.553 2.319
Cl 0.725 -6.763 2.233
H 2.800 -8.758 2.154
H 1.884 -10.243 1.880
H 0.568 -8.824 3.368
H -0.238 -8.870 1.794
Cl -1.236 -6.564 -3.720
C -0.407 -8.109 -4.066
C 1.076 -8.028 -3.818
Cl 1.914 -6.986 -5.000
H -0.633 -8.380 -5.093
H -0.841 -8.852 -3.400
H 1.511 -9.022 -3.911
H 1.291 -7.639 -2.825
Cl -0.774 9.236 -0.978
C 0.322 10.135 0.101
C 1.553 9.332 0.432
Cl 1.151 7.927 1.456
H -0.236 10.394 0.997
H 0.603 11.051 -0.416
H 2.261 9.944 0.987
H 2.035 8.963 -0.469
Cl 2.287 1.021 5.277
C 3.993 0.666 4.893
C 4.113 -0.281 3.729
Cl 3.521 -1.912 4.149
H 4.457 0.259 5.787
H 4.474 1.610 4.643
H 5.157 -0.385 3.439
H 3.540 0.073 2.875
Cl 0.126 6.517 4.904
C 1.378 5.258 5.041
C 2.038 4.993 3.711
Cl 0.850 4.276 2.595
H 0.896 4.364 5.420
H 2.113 5.595 5.771
H 2.852 4.283 3.842
H 2.426 5.900 3.254
Cl 1.964 5.812 -3.779
C 2.668 6.273 -5.356
C 1.938 5.647 -6.517
Cl 2.169 3.877 -6.584
H 3.715 5.980 -5.345
H 2.608 7.357 -5.425
H 2.324 6.052 -7.450
H 0.870 5.837 -6.465
Cl 0.065 3.672 7.749
C -1.609 4.219 8.053
C -2.417 3.150 8.742
Cl -2.736 1.766 7.660
H -2.049 4.500 7.099
H -1.542 5.105 8.681
H -3.386 3.544 9.042
H -1.901 2.776 9.622
Cl 0.592 -3.256 -11.326
C 0.601 -2.211 -9.880
C -0.711 -1.503 -9.676
Cl -1.021 -0.272 -10.929
H 1.419 -1.503 -9.989
H 0.800 -2.848 -9.021
H -0.695 -0.987 -8.718
H -1.543 -2.203 -9.687
Cl -4.086 8.673 0.181
C -5.141 10.007 0.715
C -4.741 11.319 0.092
Cl -3.167 11.898 0.704
H -5.094 10.055 1.799
H -6.157 9.754 0.417
H -5.477 12.081 0.341
H -4.665 11.238 -0.988
Cl 3.206 -13.087 2.049
C 3.195 -13.464 3.793
C 1.980 -12.892 4.473
Cl 2.035 -11.105 4.502
H 4.113 -13.072 4.222
H 3.193 -14.547 3.891
H 1.933 -13.229 5.506
H 1.067 -13.184 3.963
*
```



No. 2
Molecular formula: C46H88N2O33
Method: DFT, wB97M-V/def2-TZVPD

Maximum force (eV/Å): 4.419
Molar mass (g/mol): 1197.2
HOMO level (eV): -9.283
Frontier orbital gap (eV): 9.00
E_tot (hartree): -4397.66776

```
! RIJCOSX wB97M-V def2-TZVPD def2/J DEFGRID3
* xyz 0 1
C 1.924 3.980 -2.203
C 1.985 3.171 -3.529
C 1.842 3.989 -4.810
O 3.213 4.418 -5.046
C 4.024 3.578 -4.352
O 5.236 3.602 -4.439
O 3.309 2.634 -3.699
H 2.280 3.449 -1.282
H 0.892 4.256 -2.012
H 2.625 4.866 -2.275
H 1.406 2.251 -3.374
H 1.178 4.875 -4.669
H 1.562 3.339 -5.657
C 7.276 2.153 -1.924
C 5.770 1.952 -1.729
C 5.521 0.653 -0.932
O 4.390 0.890 -0.058
C 4.372 2.225 0.073
O 3.667 2.768 0.884
O 5.185 2.913 -0.759
H 7.565 3.112 -2.416
H 7.580 1.346 -2.557
H 7.738 2.160 -0.931
H 5.233 1.946 -2.663
H 6.395 0.460 -0.297
H 5.366 -0.169 -1.604
C -5.484 -3.532 -1.291
C -4.028 -3.570 -1.699
C -3.203 -2.531 -0.942
O -2.711 -3.310 0.198
C -2.966 -4.597 0.028
O -2.689 -5.458 0.764
O -3.402 -4.831 -1.262
H -6.005 -4.417 -1.680
H -5.997 -2.648 -1.705
H -5.587 -3.519 -0.217
H -3.986 -3.448 -2.796
H -3.815 -1.639 -0.604
H -2.366 -2.204 -1.503
C -2.386 5.863 -2.197
C -2.262 4.293 -2.279
C -3.400 3.567 -3.013
O -2.788 2.422 -3.571
C -1.528 2.859 -3.904
O -0.915 2.357 -4.767
O -1.168 3.932 -3.191
H -2.379 6.228 -3.227
H -1.572 6.302 -1.619
H -3.294 6.061 -1.635
H -1.977 3.902 -1.285
H -3.880 4.230 -3.733
H -4.140 3.151 -2.316
C 1.295 0.339 3.080
C 0.818 1.742 3.415
C 0.883 2.722 2.209
O -0.352 3.519 2.426
C -1.185 2.853 3.180
O -2.356 3.147 3.291
O -0.568 1.854 3.820
H 0.667 0.048 2.241
H 1.216 -0.301 3.987
H 2.359 0.409 2.801
H 1.359 2.283 4.195
H 0.810 2.204 1.253
H 1.791 3.339 2.211
C -0.832 -0.957 -5.891
C 0.269 -0.624 -6.866
C 1.058 0.626 -6.622
O 2.463 0.321 -6.841
C 2.531 -1.050 -6.626
O 3.583 -1.541 -6.435
O 1.333 -1.623 -6.661
H -0.486 -0.597 -4.914
H -1.063 -1.991 -6.005
H -1.755 -0.414 -6.145
H -0.052 -0.752 -7.921
H 0.989 1.050 -5.584
H 0.893 1.499 -7.223
C 1.063 -3.224 2.578
C 0.591 -3.918 1.336
C 0.629 -3.053 0.103
O 1.483 -3.837 -0.801
C 1.973 -4.830 -0.127
O 2.826 -5.494 -0.540
O 1.485 -4.993 1.091
H 0.479 -2.408 2.903
H 2.118 -2.873 2.489
H 1.111 -3.941 3.433
H -0.370 -4.327 1.506
H 1.115 -2.105 0.290
H -0.285 -2.896 -0.447
C -8.349 -0.546 1.499
O -7.320 -1.469 1.853
C -6.738 -1.304 3.149
C -5.887 -2.520 3.422
O -4.528 -2.415 3.063
C -3.856 -3.627 3.336
H -7.903 0.473 1.366
H -9.160 -0.541 2.172
H -8.617 -0.891 0.524
H -7.601 -1.202 3.781
H -6.055 -0.447 3.159
H -6.341 -3.414 3.015
H -5.918 -2.682 4.495
H -2.771 -3.517 3.191
H -4.148 -4.457 2.692
H -4.039 -3.993 4.394
C 7.116 -1.377 -4.844
O 6.274 -1.412 -3.686
C 5.661 -2.617 -3.433
C 4.874 -2.520 -2.191
O 5.688 -2.526 -1.086
C 4.986 -2.582 0.139
H 8.057 -1.975 -4.741
H 7.244 -0.284 -4.975
H 6.576 -1.751 -5.725
H 6.398 -3.430 -3.269
H 5.046 -2.936 -4.281
H 4.173 -3.365 -2.210
H 4.298 -1.544 -2.228
H 4.208 -3.288 0.062
H 4.582 -1.615 0.396
H 5.655 -2.882 0.927
C 2.743 -3.698 9.664
O 1.640 -3.706 8.745
C 1.958 -3.491 7.374
C 0.628 -3.457 6.676
O -0.281 -2.569 7.290
C -1.471 -2.535 6.582
H 3.761 -3.757 9.249
H 2.673 -4.584 10.387
H 2.698 -2.736 10.224
H 2.634 -4.319 7.117
H 2.438 -2.460 7.178
H 0.229 -4.462 6.736
H 0.654 -3.212 5.602
H -1.960 -3.484 6.455
H -1.459 -1.968 5.645
H -2.099 -1.923 7.250
C 0.967 -0.696 -2.455
O -0.155 -0.409 -1.660
C -0.369 0.897 -1.232
C -1.621 0.872 -0.414
O -1.345 0.224 0.799
C -2.371 -0.058 1.704
H 0.954 -0.198 -3.421
H 1.087 -1.784 -2.658
H 1.788 -0.323 -1.876
H -0.465 1.657 -2.051
H 0.475 1.194 -0.616
H -2.474 0.373 -0.932
H -2.047 1.917 -0.402
H -3.250 -0.640 1.448
H -2.707 0.881 2.083
H -1.817 -0.604 2.479
C -1.625 6.527 2.766
N -1.146 6.070 1.425
O 0.017 6.347 1.074
O -1.922 5.384 0.749
H -2.258 5.807 3.287
H -2.086 7.481 2.584
H -0.710 6.697 3.271
C -5.603 3.439 2.176
N -4.829 3.083 0.957
O -4.115 3.935 0.410
O -4.825 1.904 0.651
H -6.178 2.575 2.479
H -6.328 4.191 1.831
H -4.935 3.792 2.926
*
```



No. 3
Molecular formula: C46H89BI3N9O13
Method: DFT, wB97M-V/def2-TZVPD

Maximum force (eV/Å): 5.213
Molar mass (g/mol): 1367.8
HOMO level (eV): -8.784
Frontier orbital gap (eV): 7.58
E_tot (hartree): -4194.59184

```
! RIJCOSX wB97M-V def2-TZVPD def2/J DEFGRID3
* xyz 0 1
C 4.715 -6.384 -0.830
O 3.454 -6.498 -1.587
B 3.492 -5.496 -2.613
O 4.777 -5.075 -3.109
C 2.173 -4.757 -3.228
C 1.909 -4.631 -4.636
C 2.953 -5.251 -5.690
N 2.381 -5.392 -7.080
C 0.573 -3.824 -5.072
O -0.129 -4.204 -6.035
C 0.230 -2.559 -4.134
C -0.357 -1.220 -4.684
C -0.631 -0.989 -6.253
O -1.974 -0.478 -6.521
C -2.905 -1.553 -6.744
O -3.102 -2.419 -5.607
C -3.726 -1.724 -4.499
C -4.966 -2.529 -3.857
O -4.523 -3.754 -3.210
C -0.668 -0.028 -3.698
C -1.244 1.389 -4.182
C -0.223 2.232 -5.087
C 1.111 2.704 -4.333
C 2.222 1.555 -4.163
N 3.558 2.253 -3.974
C 4.236 1.769 -2.758
N 4.641 0.504 -2.641
N 4.552 2.646 -1.592
C -0.411 -0.242 -2.158
C -0.735 0.879 -1.046
C 0.329 2.070 -1.005
O 1.567 1.955 -1.094
I -0.498 4.113 -0.822
C 0.188 -1.584 -1.584
C 0.466 -1.831 -0.042
I -1.083 -2.883 1.124
C 1.639 -1.453 0.662
C 2.813 -0.675 -0.091
I 1.874 -1.915 2.776
C 0.513 -2.709 -2.591
C 1.168 -4.114 -2.133
O 0.910 -4.690 -1.055
H 5.606 -6.834 -1.403
H 4.634 -7.005 0.141
H 4.896 -5.296 -0.520
H 4.612 -4.253 -3.619
H 3.817 -4.486 -5.786
H 3.348 -6.280 -5.403
H 3.149 -5.793 -7.641
H 2.114 -4.454 -7.405
H -0.514 -1.934 -6.881
H 0.128 -0.229 -6.681
H -2.649 -2.185 -7.677
H -3.940 -1.087 -6.976
H -4.041 -0.678 -4.853
H -2.954 -1.585 -3.665
H -5.438 -1.865 -3.034
H -5.811 -2.719 -4.624
H -4.475 -3.563 -2.251
H -1.535 2.074 -3.296
H -2.220 1.281 -4.794
H 0.083 1.734 -6.067
H -0.783 3.200 -5.389
H 1.592 3.514 -5.007
H 0.910 3.249 -3.332
H 1.998 0.825 -3.318
H 2.307 0.984 -5.149
H 4.196 2.034 -4.754
H 5.083 0.397 -1.701
H 4.125 2.262 -0.737
H 4.195 3.602 -1.757
H -1.745 1.355 -1.352
H -0.909 0.442 -0.002
H 2.637 -0.541 -1.211
H 3.802 -1.212 0.143
H 2.869 0.375 0.393
C 0.170 6.710 4.648
C -0.996 7.021 3.714
C -2.258 6.181 4.002
O -2.189 4.837 3.537
C -1.494 3.951 4.400
N -0.549 6.860 2.325
H 0.672 5.774 4.397
H 0.924 7.500 4.590
H -0.166 6.648 5.688
H -1.262 8.072 3.870
H -3.093 6.635 3.458
H -2.529 6.211 5.065
H -1.639 4.201 5.454
H -0.430 3.944 4.153
H -1.876 2.942 4.229
H -1.299 7.161 1.705
H -0.473 5.859 2.145
C -6.019 6.965 3.132
C -5.399 8.343 2.919
C -6.345 9.507 3.281
O -7.357 9.766 2.314
C -8.489 8.916 2.406
N -4.928 8.444 1.531
H -6.732 6.698 2.349
H -5.243 6.195 3.129
H -6.536 6.912 4.095
H -4.529 8.411 3.582
H -5.746 10.423 3.328
H -6.785 9.374 4.277
H -8.719 8.644 3.440
H -8.336 8.020 1.802
H -9.347 9.448 1.990
H -4.430 9.325 1.419
H -5.751 8.555 0.939
C 7.604 0.131 -0.295
C 7.795 -1.243 0.341
C 9.252 -1.747 0.295
O 9.667 -2.230 -0.979
C 10.065 -1.219 -1.890
N 6.875 -2.194 -0.297
H 7.611 0.095 -1.386
H 6.641 0.556 0.002
H 8.386 0.825 0.028
H 7.515 -1.151 1.396
H 9.332 -2.604 0.972
H 9.952 -0.990 0.669
H 10.560 -0.383 -1.390
H 9.203 -0.867 -2.460
H 10.768 -1.661 -2.600
H 6.934 -3.085 0.193
H 7.248 -2.402 -1.224
C 1.166 -7.022 6.089
C 2.224 -6.051 6.606
C 1.637 -4.734 7.153
O 1.221 -3.813 6.150
C -0.065 -4.076 5.609
N 3.203 -5.803 5.539
H 0.771 -6.733 5.113
H 1.593 -8.022 5.974
H 0.328 -7.098 6.788
H 2.740 -6.548 7.435
H 2.428 -4.220 7.710
H 0.827 -4.920 7.869
H -0.752 -4.483 6.356
H 0.019 -4.754 4.757
H -0.476 -3.134 5.238
H 3.959 -5.234 5.916
H 2.758 -5.192 4.854
C -6.068 -2.215 4.089
C -6.327 -1.014 3.184
C -6.718 -1.401 1.742
O -5.627 -1.832 0.933
C -5.257 -3.188 1.119
N -5.147 -0.139 3.206
H -5.101 -2.685 3.899
H -6.069 -1.906 5.138
H -6.847 -2.974 3.966
H -7.171 -0.462 3.613
H -7.111 -0.506 1.249
H -7.526 -2.142 1.729
H -6.118 -3.827 1.331
H -4.516 -3.268 1.917
H -4.785 -3.539 0.198
H -5.359 0.707 2.680
H -4.422 -0.594 2.651
*
```



Look up the frontier orbital gap of the third one.
7.58 eV